# 1
ORCA calculation (ωB97M-V/def2-TZVPD) on a single C2H2Cl3NS molecule in a non-equilibrium geometry.

Element x y z (Å)
Cl  2.08761  -1.33484  -1.08468
Cl  4.09897  0.59944  -0.25536
Cl  2.94200  -1.05669  1.69840
S  0.69793  1.44853  -1.13527
N  1.66541  1.62478  1.24624
C  1.58217  0.93843  0.09040
C  2.50886  -0.16274  0.06940
H  2.24079  1.38418  2.02735
H  1.06722  2.41518  1.47205

Computed properties:
- Net charge: 0
- Energy above the lowest of the compared OMol25 structures with the same formula, charge and spin: 0.000 eV
- Spin multiplicity: 3
- E_HOMO (alpha / beta): -0.238 / -0.365 Eh
- Expectation value of S²: 2.005
- Gap between HOMO and LUMO (alpha / beta): 7.008 / 6.821 eV

***

# 2
ORCA calculation (ωB97M-V/def2-TZVPD) on a molecular structure, C4H5O2Pt in a non-equilibrium geometry.

Element x y z (Å)
Pt  -0.91068  -0.77300  1.01267
O  -1.23321  0.70862  1.93898
O  4.25010  -2.26471  1.15062
C  2.52290  -0.88906  0.21025
C  0.99676  0.72621  1.66254
C  1.51016  -0.03022  0.83216
C  3.69648  -1.19446  1.11760
H  2.96360  -0.40563  -0.68022
H  -1.96934  1.29584  1.75926
H  2.14560  -1.83337  -0.20737
H  0.78000  1.04005  2.67525
H  4.01588  -0.35197  1.77054

Computed properties:
- Net charge: 0
- Energy above the lowest of the compared OMol25 structures with the same formula, charge and spin: 0.000 eV
- Spin multiplicity: 4
- E_HOMO (alpha / beta): -0.251 / -0.357 Eh
- Expectation value of S²: 3.758
- Gap between HOMO and LUMO (alpha / beta): 7.312 / 8.464 eV

***

# 3
ORCA calculation (ωB97M-V/def2-TZVPD) on a molecular structure, C20H46O2P4Tc in a non-equilibrium geometry.

Element x y z (Å)
Tc  -0.05128  -0.11551  -0.59822
P  0.57239  -1.94633  -1.78042
P  -2.39077  0.34702  -1.11343
P  2.28097  -0.06410  0.26733
P  -1.02630  -0.80624  2.76171
O  -0.51021  0.48847  -4.51184
O  -0.71342  -0.98838  1.26051
C  -0.74960  0.90587  -5.81560
C  -2.78709  -1.03583  3.00265
C  1.60277  -1.63506  -3.26462
C  -0.55932  0.82935  3.30498
C  -3.13025  1.88824  -0.42339
C  0.06502  1.10416  -8.06335
C  3.71553  -0.21675  -0.88894
C  -1.65416  1.95972  -6.01364
C  2.65790  -1.41206  1.46823
C  2.84206  1.38131  1.25800
C  -0.75623  2.22522  -8.24630
C  -1.64497  2.62725  -7.24531
C  -3.51372  -0.96699  -0.48528
C  -3.04570  0.44133  -2.82599
C  -0.86687  -2.89453  -2.37992
C  0.61669  1.33675  -1.96534
C  -0.15574  -2.07546  3.67339
C  0.23368  2.00282  -0.73604
C  0.03643  0.40115  -6.86158
C  1.48077  -3.33206  -0.98733
H  0.65462  -0.48094  -6.70779
H  -2.31522  2.26386  -5.20210
H  -1.43660  -2.34600  -3.13875
H  -3.96574  1.03699  -2.81698
H  -2.66961  2.75873  -0.90942
H  -2.96119  1.95528  0.65983
H  0.49801  1.02391  3.09012
H  3.66259  -1.79925  1.25389
H  -0.51339  -3.83921  -2.81203
H  -0.36582  -1.97779  4.74820
H  1.41756  -4.21619  -1.63586
H  3.84716  -1.24859  -1.23808
H  -3.30170  -1.89836  -1.02591
H  2.81689  2.29550  0.65532
H  3.87840  1.19968  1.57596
H  -0.74238  0.90619  4.38488
H  -2.32250  3.45687  -7.41702
H  2.64191  -1.01210  2.48950
H  -3.27112  -0.56640  -3.19518
H  -1.16451  1.57706  2.77499
H  -3.38723  -1.14017  0.58814
H  -3.32458  -0.17259  2.59093
H  0.73486  0.78695  -8.86360
H  -4.55378  -0.67438  -0.68018
H  2.21143  1.51544  2.14540
H  2.53851  -3.09968  -0.82484
H  -0.66527  2.61734  -0.81006
H  3.57983  0.44820  -1.75012
H  1.02290  2.48514  -0.15547
H  -0.63814  -0.48160  -4.40791
H  -0.70860  2.75791  -9.18496
H  -3.01714  -1.13121  4.07401
H  1.93998  -2.23537  1.38802
H  -0.50013  -3.05663  3.31839
H  2.66161  -1.59193  -2.99595
H  -4.21234  1.90683  -0.62192
H  -3.10228  -1.94597  2.47302
H  1.66376  1.31123  -2.27835
H  0.92443  -2.00364  3.49671
H  1.02354  -3.58894  -0.02403
H  1.44496  -2.45553  -3.97154
H  -2.31718  0.90677  -3.49717
H  4.62565  0.08752  -0.35123
H  -0.02584  1.52714  -2.83088
H  1.32268  -0.69094  -3.74071
H  -1.53144  -3.12501  -1.53746

Computed properties:
- Net charge: +4
- Energy above the lowest of the compared OMol25 structures with the same formula, charge and spin: 1.222 eV
- Spin multiplicity: 4
- E_HOMO (alpha / beta): -0.761 / -0.758 Eh
- Expectation value of S²: 3.849
- Gap between HOMO and LUMO (alpha / beta): 6.581 / 5.629 eV

***

# 4
ORCA calculation (ωB97M-V/def2-TZVPD) on a single C3H5N3S2 molecule in a non-equilibrium geometry.

Element x y z (Å)
S  0.95785  -1.09057  -0.15662
S  3.95911  -0.56887  -0.02212
N  -1.39641  0.28118  -0.23321
N  0.59728  1.46159  -0.03627
N  1.94586  1.19744  -0.01532
C  -0.04168  0.34232  -0.12578
C  2.40190  -0.06786  -0.05538
C  -2.12341  -0.92765  0.11592
H  -3.18913  -0.74974  -0.09489
H  -1.83865  1.15568  -0.05694
H  2.55530  1.97302  0.02801
H  -1.80512  -1.79058  -0.50619
H  -2.02289  -1.21596  1.15881

Computed properties:
- Net charge: 0
- Energy above the lowest of the compared OMol25 structures with the same formula, charge and spin: 0.296 eV
- E_HOMO: -0.294 Eh
- Gap between HOMO and LUMO: 8.588 eV

***

# 5
ORCA calculation (ωB97M-V/def2-TZVPD) on a gas-phase ion, C4H11N5O (charge +2) in a non-equilibrium geometry.

Element x y z (Å)
O  0.71032  -2.66015  1.47745
N  -0.61953  1.79855  1.80137
N  0.04441  -0.42603  1.62324
N  1.36445  -1.03708  -0.07333
N  -0.98552  2.02733  -0.90231
N  0.28384  -2.20866  -1.82417
C  0.59957  -1.54426  1.13512
C  -0.55118  0.75730  -0.36218
C  1.21556  -1.36603  -1.33523
C  -0.48622  0.74281  0.99630
H  -1.48654  2.22918  1.96374
H  -0.90171  2.88443  -0.23864
H  2.23723  -0.75508  0.28020
H  -0.38959  -0.44455  2.55347
H  -0.41027  2.27763  -1.80631
H  -0.33716  -0.03504  -0.98904
H  1.87606  -1.05922  -2.02476
H  -1.87906  1.98462  -1.25435
H  -0.18709  1.87888  2.80079
H  -0.33671  -2.58795  -1.09505
H  0.23915  -2.45669  -2.72632

Computed properties:
- Net charge: +2
- Energy above the lowest of the compared OMol25 structures with the same formula, charge and spin: 1.853 eV
- E_HOMO: -0.635 Eh
- Gap between HOMO and LUMO: 9.664 eV

***

# 6
ORCA calculation (ωB97M-V/def2-TZVPD) on 2 unconnected molecules or ions with the total composition C4H13NO.

Element x y z (Å)
O  -3.87998  0.17873  2.72397
N  -0.36265  -0.02416  -0.93023
C  2.10951  0.45771  -0.79906
C  -0.90609  1.31233  -0.72294
C  0.87605  -0.24619  -0.19385
C  1.12213  -1.75130  -0.04935
H  -0.20824  2.12614  -0.91604
H  2.84818  0.71070  -0.03279
H  1.29502  -2.21382  -1.02202
H  -3.40573  0.25398  3.56570
H  1.86883  1.38541  -1.30641
H  0.25789  -2.20946  0.42004
H  0.73150  0.17329  0.80419
H  -1.74973  1.44737  -1.39189
H  -0.18835  -0.16447  -1.91898
H  2.66157  -0.16632  -1.50680
H  -3.71983  -0.71629  2.40778
H  -1.33794  1.34280  0.28101
H  1.98787  -1.89644  0.58768

Computed properties:
- Net charge: 0
- Energy above the lowest of the compared OMol25 structures with the same formula, charge and spin: 0.536 eV
- E_HOMO: -0.322 Eh
- Gap between HOMO and LUMO: 9.639 eV

***

# 7
ORCA calculation (ωB97M-V/def2-TZVPD) on 3 unconnected molecules or ions with the total composition C19H37N2O8S2 in a non-equilibrium geometry.

Element x y z (Å)
S  0.39579  -5.07174  6.56848
S  -2.24634  -1.57042  2.60194
O  -2.37140  -0.64163  1.53229
O  -0.74425  -2.10673  2.61527
O  -1.03716  -4.45318  6.88630
O  -2.64913  -1.21665  3.91236
O  -2.94544  -2.94448  2.20900
O  1.24880  -4.07327  7.46779
O  0.67050  -4.83636  5.19270
O  0.50024  -6.37461  7.11080
N  4.91237  0.07946  -3.20278
N  1.66848  1.01283  -2.88442
C  -0.03751  6.01161  -2.05964
C  -1.96749  -3.87638  1.72030
C  -2.71983  1.97413  -2.72078
C  0.42602  -2.99485  7.94600
C  2.52358  -0.24107  -1.14984
C  -0.79535  4.70334  -1.97005
C  -0.23537  3.64230  -1.05853
C  2.86089  1.44397  -2.72286
C  0.02050  -0.71209  -1.85935
C  -1.93579  4.52062  -2.65074
C  -2.35963  3.30397  -3.45503
C  -1.73743  0.81358  -3.03280
C  1.19437  0.23495  -1.71613
C  3.47085  0.95563  -1.43311
C  -2.30973  -0.09566  -4.12940
C  -0.72402  -3.54647  2.51880
C  4.89831  0.47351  -1.78148
C  -0.95886  -3.60184  8.04235
C  -1.36474  -0.04754  -1.81197
H  -2.73155  2.15380  -1.64683
H  -3.23560  3.62554  -4.01747
H  -1.54692  -0.81362  -4.44632
H  0.82088  3.80275  -0.82794
H  2.45711  -0.40412  -0.07461
H  0.08470  -1.35045  -0.97296
H  3.29988  2.07756  -3.48112
H  5.13178  -0.40416  -1.18317
H  5.38376  0.78123  -3.76163
H  0.19273  -3.86479  2.03099
H  0.45962  -2.18306  7.21788
H  -1.07150  -4.21708  8.93608
H  0.86087  0.97972  -0.98658
H  5.62186  1.26770  -1.59543
H  -1.75260  -2.86216  8.00261
H  -1.57419  3.12212  -4.19395
H  -2.61870  5.36713  -2.68272
H  0.11163  -1.38731  -2.71579
H  -2.09392  -0.85375  -1.70479
H  -1.42996  0.52230  -0.88105
H  3.44792  1.73656  -0.67007
H  -0.83777  1.26093  -3.47339
H  0.24594  6.17248  -3.09872
H  -0.61352  6.87971  -1.72986
H  -2.55962  0.49136  -5.01433
H  -3.17229  -0.65308  -3.76686
H  -1.82567  -3.70187  0.65134
H  -0.76088  -3.96436  3.52310
H  -3.70172  1.67377  -3.08473
H  0.87844  5.96847  -1.47005
H  1.15967  1.20431  -3.73910
H  0.80592  -2.64681  8.90188
H  -0.31380  2.66002  -1.52927
H  2.92495  -1.15220  -1.59638
H  -0.82602  3.60772  -0.14411
H  5.44563  -0.76985  -3.33913
H  -2.31829  -4.89142  1.87905

Computed properties:
- Net charge: +1
- E_HOMO: -0.380 Eh
- Gap between HOMO and LUMO: 6.822 eV

***

# 8
ORCA calculation (ωB97M-V/def2-TZVPD) on 2 unconnected molecules or ions with the total composition CH5OPS in a non-equilibrium geometry.

Element x y z (Å)
S  -0.82195  3.45220  0.69644
P  1.68313  0.63894  0.86179
O  0.37555  -0.24808  0.33602
C  0.40283  -1.47616  -0.43556
H  1.34966  -2.10215  -0.50002
H  0.12598  -1.05931  -1.43669
H  -1.17510  4.69735  1.11021
H  0.92559  1.72130  0.73663
H  -0.45155  -2.12897  -0.20104

Computed properties:
- Net charge: 0
- Energy above the lowest of the compared OMol25 structures with the same formula, charge and spin: 4.287 eV
- E_HOMO (alpha / beta): -0.360 / -0.284 Eh
- Gap between HOMO and LUMO (alpha / beta): 9.350 / 5.281 eV

***

# 9
ORCA calculation (ωB97M-V/def2-TZVPD) on a single C23H31N3O3 molecule.

Element x y z (Å)
O  2.61017  2.17208  2.36692
O  0.60887  2.20321  3.36986
O  -0.61731  2.00318  -2.69558
N  -4.93145  2.11200  -1.41236
N  -4.71061  1.07586  -2.21498
N  -0.67293  2.27807  -0.45556
C  -3.39678  0.86318  -2.40246
C  -1.25624  2.01915  -1.65521
C  2.36951  -5.42016  -1.48055
C  0.93386  0.77893  1.43324
C  -5.80613  0.29989  -2.73018
C  1.82633  -5.09742  -2.71211
C  1.33349  1.80256  2.49553
C  -6.01637  -0.97350  -1.91403
C  -3.74777  2.57359  -1.06797
C  -1.23438  1.95606  0.83412
C  1.41899  -1.73987  0.96404
C  2.41509  -3.08955  -0.87157
C  1.57641  -3.77206  -3.02484
C  2.68307  -2.00687  0.13515
C  1.56587  -0.54754  1.91919
C  -0.59671  0.67921  1.39445
C  -2.71865  1.81221  -1.65997
C  1.86790  -2.77648  -2.10987
C  0.75927  2.47993  -0.41098
C  3.58256  2.31656  4.59673
C  2.65940  -4.42207  -0.56706
C  3.13175  3.06609  3.35166
C  1.45902  1.20452  0.05759
H  -0.97470  0.51314  2.40392
H  -6.22181  -0.72194  -0.87655
H  1.67360  -1.74357  -2.36322
H  -5.12946  -1.60206  -1.95099
H  1.24650  0.42004  -0.66896
H  1.10237  -0.79167  2.87822
H  -3.02318  0.07696  -3.02625
H  1.60053  -5.87556  -3.42634
H  -1.04361  2.78904  1.51820
H  2.56845  -6.45238  -1.23093
H  0.58020  -1.58830  0.28395
H  4.02468  3.01429  5.30188
H  3.97190  3.56546  2.86479
H  1.08849  2.74569  -1.41724
H  2.35964  3.79798  3.61034
H  2.62811  -0.37256  2.10290
H  0.97265  3.30900  0.27222
H  2.53567  1.36735  0.10045
H  1.19712  -2.63906  1.54231
H  4.31901  1.56014  4.33591
H  2.98799  -1.09523  -0.37900
H  -3.66405  3.43951  -0.44180
H  3.08481  -4.67910  0.39300
H  2.72965  1.83352  5.06723
H  -6.85768  -1.53426  -2.31129
H  -5.60245  0.05088  -3.77548
H  3.49232  -2.30876  0.80322
H  -6.69484  0.93180  -2.67677
H  -2.31122  1.81606  0.74881
H  -0.89178  -0.16465  0.76928
H  1.15484  -3.51253  -3.98505

Computed properties:
- Net charge: 0
- Energy above the lowest of the compared OMol25 structures with the same formula, charge and spin: 1.926 eV
- E_HOMO: -0.331 Eh
- Gap between HOMO and LUMO: 9.720 eV

***

# 10
ORCA calculation (ωB97M-V/def2-TZVPD) on a molecular structure, C3H4LuO4 in a non-equilibrium geometry.

Element x y z (Å)
Lu  3.75862  -0.88448  0.25506
O  -2.97729  -0.26353  0.44717
O  0.27347  0.78236  -0.59278
O  1.73376  -0.84184  -1.13785
O  2.47491  1.02463  -0.33594
C  1.51028  0.36251  -0.81904
C  -0.67809  -0.10423  -0.05924
C  -1.83080  0.48085  0.36752
H  -1.80795  1.42442  0.92120
H  -3.73502  0.26314  0.18285
H  -0.74574  -1.01904  -0.65274
H  2.02385  -1.22478  1.42380

Computed properties:
- Net charge: +1
- Energy above the lowest of the compared OMol25 structures with the same formula, charge and spin: 1.535 eV
- E_HOMO: -0.433 Eh
- Gap between HOMO and LUMO: 5.197 eV

***

# 11
ORCA calculation (ωB97M-V/def2-TZVPD) on 2 unconnected molecules or ions with the total composition C3H6O3.

Element x y z (Å)
O  -0.14497  -0.03582  -2.05702
O  -0.13961  1.81381  -0.70871
O  1.20980  -1.38634  -0.08807
C  0.83015  -0.40005  0.80625
C  -0.59547  0.78286  -1.25111
C  -0.60676  -0.02627  0.73927
H  -0.97873  0.79703  1.34028
H  1.46633  0.49086  0.79996
H  -1.29002  -0.84415  0.52202
H  0.88185  -0.83690  1.82643
H  1.02751  -1.03924  -0.98727
H  -1.67037  0.53473  -0.88088

Computed properties:
- Net charge: 0
- Energy above the lowest of the compared OMol25 structures with the same formula, charge and spin: 4.577 eV
- E_HOMO (alpha / beta): -0.369 / -0.369 Eh
- Gap between HOMO and LUMO (alpha / beta): 7.767 / 7.766 eV

***

# 12
ORCA calculation (ωB97M-V/def2-TZVPD) on a molecular structure, C5H7NO in a non-equilibrium geometry.

Element x y z (Å)
O  -1.01483  0.59898  -1.11401
N  0.49546  -0.79869  1.59643
C  0.70251  0.11422  0.27777
C  -0.96210  -0.24015  1.39233
C  0.18010  0.62290  -1.75881
C  -0.67338  -0.25623  -0.04707
C  1.27155  0.18364  -1.09143
H  -1.94049  -0.74831  1.79295
H  0.45177  -1.67613  1.20046
H  -0.75910  0.85174  1.72961
H  2.30129  0.55740  -1.42430
H  -0.93228  -1.19473  -0.43960
H  0.21845  0.86731  -2.74037
H  0.66105  1.11804  0.62605

Computed properties:
- Net charge: 0
- Energy above the lowest of the compared OMol25 structures with the same formula, charge and spin: 5.104 eV
- E_HOMO: -0.333 Eh
- Gap between HOMO and LUMO: 10.114 eV

***

Listing E_tot for the structures above in their given order: -51995.6559 -11562.4692 -64894.4300 -29332.4096 -13806.1503 -7896.1245 -61324.3538 -23285.9512 -34968.0260 -44975.6213 -9346.7402 -8831.0992 eV.